{"formula": "C3H4OS2", "method": "ωB97M-V with the def2-TZVPD basis set", "species": ["C", "C", "C", "O", "S", "S", "H", "H", "H", "H"], "xyz": [[0.04851, -0.39907, 1.28396], [0.24726, 0.69745, 0.26975], [-0.32965, -0.20608, -0.71897], [-0.54740, -1.25773, 0.32959], [-1.42130, 1.17234, -0.30225], [-0.00478, -0.77493, -2.33709], [0.85024, -0.95901, 1.84957], [-0.66949, -0.12599, 2.21104], [1.11903, 1.41742, 0.14027], [0.70758, 0.43560, -2.72586]], "forces_ev_per_angstrom": [[-0.805, -0.336, 4.154], [1.788, 1.491, 0.065], [-1.189, -1.266, 1.467], [0.017, 0.508, -1.945], [0.153, 0.410, -0.202], [1.455, 1.643, -0.949], [-0.032, 0.932, -1.195], [1.130, -0.348, -2.272], [-1.340, -1.119, 0.262], [-1.178, -1.915, 0.615]], "max_force_ev_per_a": 4.245, "lumo_ha": 0.020, "spin_multiplicity": 1, "relative_energy_kcal_mol": 69.6, "energy_ha": -988.2212, "homo_energy_ev": -9.035}

***

{"formula": "C30H31CaClFI2N3O3", "method": "ωB97M-V with the def2-TZVPD basis set", "species": ["C", "C", "C", "C", "C", "I", "C", "C", "I", "C", "O", "C", "C", "F", "C", "C", "C", "O", "Cl", "C", "C", "C", "C", "C", "N", "C", "N", "N", "C", "C", "C", "C", "C", "C", "C", "C", "C", "C", "C", "O", "H", "H", "H", "H", "H", "H", "H", "H", "H", "H", "H", "H", "H", "H", "H", "H", "H", "H", "H", "H", "H", "H", "H", "H", "H", "H", "H", "H", "H", "H", "H", "Ca"], "xyz": [[-3.80835, 0.78005, -0.46995], [-3.93469, 0.54610, 1.03561], [-2.61101, 0.30873, 1.69534], [-2.20366, 0.88186, 2.82866], [-3.00720, 1.87215, 3.56053], [-3.10915, 3.73183, 2.51370], [-3.57463, 1.66676, 4.74508], [-3.45419, 0.35649, 5.46154], [-4.69585, 3.17833, 5.68266], [-0.83302, 0.53295, 3.33214], [-0.56249, 0.46963, 4.49081], [0.15946, 0.30669, 2.23945], [1.46669, 0.72059, 2.39664], [1.86073, 1.27739, 3.53232], [2.36219, 0.62108, 1.34069], [3.73918, 1.19209, 1.58081], [4.51857, 0.44506, 2.64390], [5.03464, 0.98344, 3.53827], [4.62092, -1.29275, 2.39946], [1.94099, 0.06142, 0.13610], [2.88489, 0.10714, -1.04268], [2.96184, 1.62284, -1.43338], [2.06017, 2.00563, -2.61742], [0.67665, 2.30890, -2.03888], [-0.38707, 2.52550, -3.09448], [-1.64005, 1.96377, -2.74575], [-1.89453, 0.75086, -2.75843], [-2.79510, 2.93670, -2.40023], [0.63925, -0.45697, -0.02984], [0.19129, -1.14949, -1.31297], [0.62618, -2.60328, -1.42914], [-0.10496, -3.63566, -0.84922], [0.28623, -4.96190, -0.98901], [1.43060, -5.29789, -1.69328], [2.17718, -4.28228, -2.28433], [3.42646, -4.62496, -3.05595], [1.76152, -2.96055, -2.15434], [-0.25124, -0.27563, 1.04775], [-1.69894, -0.62777, 0.97779], [-2.16072, -1.54146, 0.34801], [-4.73697, 1.17886, -0.87503], [-2.97864, 1.47032, -0.69246], [-3.59878, -0.14497, -0.99782], [-4.48373, 1.35933, 1.48882], [-4.53377, -0.35613, 1.16398], [-2.52268, 0.35044, 6.01451], [-3.47497, -0.46099, 4.74955], [-4.25392, 0.25435, 6.18459], [3.61874, 2.20463, 1.95298], [4.34179, 1.23345, 0.68225], [3.87488, -0.28084, -0.84409], [2.39870, -0.41267, -1.84204], [2.62346, 2.23073, -0.59597], [3.99401, 1.86292, -1.66587], [2.47886, 2.85306, -3.15629], [1.94222, 1.20932, -3.34861], [0.80474, 3.22776, -1.43273], [0.38372, 1.49751, -1.38275], [-0.39795, 3.53483, -3.23865], [-2.85032, 0.53691, -2.48869], [-3.41760, 2.88719, -3.20548], [-3.30032, 2.55252, -1.58684], [-0.87091, -1.02856, -1.43381], [0.64551, -0.62979, -2.15349], [-1.00614, -3.44938, -0.29943], [-0.32025, -5.73559, -0.54660], [1.74747, -6.32098, -1.81749], [3.53821, -3.99548, -3.93238], [4.30190, -4.56711, -2.41701], [3.35160, -5.65553, -3.38823], [2.36768, -2.22747, -2.66715], [-1.76531, 4.37796, -1.35577]], "forces_ev_per_angstrom": [[-0.161, 0.060, 0.346], [-0.147, -0.538, -0.218], [-0.210, 0.315, -0.104], [-0.070, 0.077, -0.224], [0.042, -0.188, -0.038], [0.121, 0.189, -0.155], [-0.246, 0.806, -0.157], [-0.205, 0.359, 0.208], [0.223, -0.333, -0.030], [0.006, -0.002, -0.798], [0.125, 0.160, 0.881], [-0.048, 0.212, 0.594], [-0.289, -0.412, -0.542], [0.163, 0.090, 0.110], [0.178, 0.086, 0.209], [-0.508, -0.178, -0.106], [-0.494, -0.046, -0.919], [0.821, 0.476, 1.325], [-0.068, -0.248, -0.146], [0.153, -0.808, -0.054], [-0.907, 1.535, 0.453], [0.272, -0.563, -0.781], [-0.218, -0.119, 0.251], [0.564, 0.020, -0.667], [-0.458, 0.798, 1.954], [-0.994, -0.112, -0.586], [0.601, -0.109, -0.385], [-0.286, -0.884, -1.935], [-0.339, -0.147, 0.616], [0.787, 0.111, 0.104], [-0.043, -0.350, 0.060], [0.040, -0.249, 0.006], [0.151, 0.045, -0.041], [-0.082, 0.590, -0.045], [0.127, -0.126, -0.030], [-0.495, -0.255, 0.138], [0.040, -0.110, 0.003], [0.291, -0.284, -0.646], [0.444, 0.312, 0.268], [-0.307, -0.430, -0.393], [-0.163, 0.134, -0.006], [-0.099, -0.609, 0.780], [0.044, -0.176, 0.152], [-0.013, 0.110, 0.259], [-0.134, -0.044, 0.060], [0.226, -0.110, 0.031], [0.066, -0.220, -0.002], [-0.204, -0.162, -0.036], [0.205, 0.178, 0.107], [0.095, -0.126, -0.126], [0.025, -0.282, 0.080], [0.496, -0.390, -0.395], [0.425, 0.148, 0.198], [0.083, 0.271, -0.025], [-0.146, 0.222, 0.000], [0.100, -0.206, -0.019], [-0.202, 0.017, 0.167], [-0.237, -0.072, 0.032], [-0.200, -0.281, -1.066], [0.250, -0.209, -0.151], [-0.191, 0.164, 0.103], [-0.303, -0.353, -0.647], [-0.250, -0.266, 0.007], [-0.146, 0.100, -0.194], [-0.220, 0.280, 0.129], [-0.080, -0.106, 0.083], [-0.054, -0.174, 0.067], [0.181, 0.146, -0.041], [0.213, 0.188, 0.005], [0.107, -0.118, -0.157], [-0.040, 0.229, -0.047], [1.594, 1.963, 2.125]], "max_force_ev_per_a": 3.303, "total_charge": 2, "lumo_ha": -0.323, "spin_multiplicity": 1, "relative_energy_kcal_mol": 9.7, "energy_ha": -3384.1691, "homo_energy_ev": -12.522}